Record 1
Below is a gas-phase ion, C6H6N (charge +1) at a distorted geometry, with properties calculated with ωB97M-V/def2-TZVPD.

Last column: Löwdin charge in e.
Atoms and positions in Å:
N (-0.973, -0.343, 0.239)  0.21
C (0.259, -2.288, -0.721)  0.05
C (0.754, 1.821, 0.228)  -0.08
C (1.801, 1.552, -0.301)  0.19
C (-1.377, 0.807, 0.832)  -0.06
C (-0.554, 1.868, 0.789)  -0.03
C (-0.469, -1.132, -0.425)  0.04
H (0.823, -2.005, -1.623)  0.14
H (0.770, -2.390, 0.250)  0.15
H (-0.402, -3.062, -0.868)  0.09
H (-2.348, 0.709, 1.256)  0.13
H (-0.861, 2.797, 1.292)  0.14
H (2.579, 1.667, -0.947)  0.03

## Properties
- Charge: +1
- Structure (SMILES): C#C/C=C\[N+]#CC
- Energy above the lowest of the compared OMol25 structures with the same formula, charge and spin: 137.33 kJ/mol

***

Record 2
Below is a gas-phase ion, C6H6N (charge +1) at a distorted geometry, with properties calculated with ωB97M-V/def2-TZVPD.

Last column: Löwdin charge in e.
Atoms and positions in Å:
N (1.376, -1.607, -0.817)  0.02
C (-0.459, 0.912, -0.151)  -0.10
C (-0.093, 2.132, -0.160)  0.13
C (-1.312, -0.260, -0.191)  0.01
C (-0.110, -0.473, 0.792)  -0.07
C (1.333, -1.969, -1.955)  0.21
C (1.060, -1.199, 0.437)  0.02
H (0.738, 2.558, 0.486)  0.14
H (-0.670, 2.815, -0.746)  0.10
H (-2.231, -0.336, 0.192)  0.10
H (-1.214, -0.849, -1.097)  0.13
H (1.680, -1.429, 1.305)  0.15
H (-0.097, -0.295, 1.905)  0.17

## Properties
- Charge: +1
- Energy above the lowest of the compared OMol25 structures with the same formula, charge and spin: 286.33 kJ/mol

***

Record 3
Below is a gas-phase ion, C6H6N (charge +1) at a distorted geometry, with properties calculated with ωB97M-V/def2-TZVPD.

Last column: Löwdin charge in e.
Atoms and positions in Å:
N (0.390, -0.784, 0.531)  0.18
C (1.815, 1.024, 1.147)  0.15
C (-0.712, 0.777, -1.016)  0.06
C (0.261, 1.636, -0.722)  0.09
C (-0.591, -0.524, -0.281)  -0.38
C (1.203, 1.601, 0.137)  0.03
C (-1.563, -1.409, -0.721)  0.22
H (-1.575, 0.948, -1.633)  0.13
H (-1.521, -2.447, -0.429)  0.10
H (-2.295, -1.136, -1.461)  0.09
H (2.617, 0.321, 0.954)  0.12
H (1.737, 1.376, 2.169)  0.12
H (0.235, -1.384, 1.325)  0.11

## Properties
- Charge: +1
- Energy above the lowest of the compared OMol25 structures with the same formula, charge and spin: 459.89 kJ/mol

***

Record 4
Below is a molecular structure, C6H6N2 at a distorted geometry, with properties calculated with ωB97M-V/def2-TZVPD.

Last column: Löwdin charge in e.
Atoms and positions in Å:
N (-0.039, 2.177, -0.178)  -0.06
N (-0.796, 1.534, 0.688)  0.03
C (-0.046, -0.546, -0.277)  -0.27
C (0.762, 1.574, -1.164)  -0.15
C (0.215, -2.072, 0.092)  -0.13
C (-0.194, -2.464, 1.353)  -0.04
C (-0.986, 0.083, 0.408)  -0.09
C (0.886, 0.184, -1.163)  -0.05
H (0.467, -3.512, 1.875)  0.14
H (-1.645, -0.342, 1.298)  0.14
H (1.452, -0.267, -2.104)  0.14
H (1.289, 2.413, -1.858)  0.15
H (-0.907, -2.250, 2.049)  -0.01
H (1.369, -2.567, -0.327)  0.18

## Properties
- Energy above the lowest of the compared OMol25 structures with the same formula, charge and spin: 516.94 kJ/mol

***

Record 5
Below is C6H6N2 in the gas phase at a distorted geometry, with properties calculated with ωB97M-V/def2-TZVPD.

Last column: Löwdin charge in e.
Atoms and positions in Å:
N (-0.036, 2.432, -0.224)  0.18
N (2.711, -0.745, 0.085)  0.16
C (-0.784, -0.962, -1.018)  0.00
C (0.331, 1.282, -0.178)  -0.16
C (0.104, -0.103, -0.034)  -0.48
C (-2.011, -0.647, 0.095)  -0.10
C (1.517, -0.623, 0.216)  -0.12
C (-0.992, -0.211, 0.974)  -0.25
H (-2.901, -1.400, 0.371)  0.16
H (-2.374, 0.316, -0.238)  0.11
H (-0.300, -0.844, 1.668)  0.16
H (-0.699, -0.717, -2.038)  0.09
H (-1.059, 0.472, 1.772)  0.11
H (-0.386, -2.058, -0.894)  0.15

## Properties
- Structure (SMILES): N#CC1(C#N)CCC1
- Energy above the lowest of the compared OMol25 structures with the same formula, charge and spin: 385.09 kJ/mol

***

Record 6
Below is C6H6N2 in the gas phase at a distorted geometry, with properties calculated with ωB97M-V/def2-TZVPD.

Last column: Löwdin charge in e.
Atoms and positions in Å:
N (-0.751, 1.219, -0.914)  0.09
N (1.121, 1.387, 0.257)  0.09
C (-0.841, -1.253, -0.045)  -0.09
C (0.331, 2.017, -0.505)  -0.16
C (1.042, -0.974, 1.096)  -0.10
C (0.631, 0.258, 0.787)  -0.29
C (-0.664, 0.193, 0.135)  -0.29
C (0.183, -1.865, 0.531)  -0.17
H (0.704, 2.887, -1.162)  0.15
H (0.581, -3.079, 0.189)  0.20
H (-1.561, -1.887, -0.765)  0.14
H (-1.472, 1.376, -1.476)  0.07
H (2.225, -1.087, 1.257)  0.16
H (-1.530, 0.809, 0.615)  0.21

## Properties
- Structure (SMILES): C1=C[C@@H]2NC=NC2=C1
- Energy above the lowest of the compared OMol25 structures with the same formula, charge and spin: 460.01 kJ/mol

***

Record 7
Below is a molecular structure, C6H6N2 at a distorted geometry, with properties calculated with ωB97M-V/def2-TZVPD.

Last column: Löwdin charge in e.
Atoms and positions in Å:
N (1.281, -1.583, 0.248)  0.11
N (1.043, 1.203, 0.978)  0.06
C (-1.059, 1.237, -0.249)  -0.11
C (-0.937, -2.106, -0.709)  0.10
C (-0.120, 0.647, 0.618)  -0.16
C (0.054, -1.192, -0.140)  -0.31
C (-1.078, -0.843, -1.086)  -0.17
C (-1.677, 0.424, -1.167)  -0.09
H (-2.621, 0.624, -1.653)  0.10
H (1.519, 0.906, 1.818)  0.10
H (-1.285, 2.293, -0.136)  0.11
H (1.520, 1.905, 0.420)  0.11
H (1.894, -0.944, 0.730)  0.07
H (1.467, -2.571, 0.326)  0.10

## Properties
- Energy above the lowest of the compared OMol25 structures with the same formula, charge and spin: 575.90 kJ/mol

***

Record 8
Below is C6H6N2O in the gas phase at a distorted geometry, with properties calculated with ωB97M-V/def2-TZVPD.

Last column: Löwdin charge in e.
Atoms and positions in Å:
O (-1.133, -2.024, 0.169)  0.02
N (-1.408, 0.000, -0.650)  0.10
N (0.047, -2.757, 0.860)  0.08
C (1.222, 2.514, -1.612)  0.10
C (0.425, -0.494, 0.980)  0.05
C (-0.754, -0.722, 0.027)  -0.47
C (0.061, 2.203, -1.142)  -0.11
C (0.812, -1.779, 1.202)  -0.22
C (-1.136, 1.449, -0.540)  -0.23
H (0.627, 0.525, 1.439)  0.13
H (-1.953, 2.243, -1.013)  0.16
H (-0.879, 1.541, 0.507)  0.07
H (0.301, -3.556, 0.171)  0.20
H (2.031, 3.069, -1.951)  -0.02
H (1.736, -2.213, 1.554)  0.13

## Properties
- Structure (SMILES): C#CC/N=c1\cc[nH]o1
- Energy above the lowest of the compared OMol25 structures with the same formula, charge and spin: 639.12 kJ/mol

***

Record 9
Below is C6H6N2O2 in the gas phase at a distorted geometry, with properties calculated with ωB97M-V/def2-TZVPD.

Last column: Löwdin charge in e.
Atoms and positions in Å:
O (2.177, 1.556, -0.080)  0.05
O (-2.242, -1.472, -0.015)  0.04
N (2.523, -1.126, 0.233)  0.09
N (-2.495, 1.088, 0.073)  0.16
C (-0.115, 1.469, -0.046)  0.02
C (-1.163, -0.855, -0.057)  -0.36
C (1.271, -0.657, 0.062)  -0.22
C (-1.251, 0.663, 0.063)  -0.23
C (1.154, 0.883, 0.034)  -0.38
C (0.112, -1.416, -0.093)  0.01
H (3.293, -0.421, -0.113)  0.15
H (0.086, -2.501, -0.161)  0.12
H (2.868, -2.062, -0.270)  0.17
H (-3.176, 0.298, 0.294)  0.15
H (-0.279, 2.536, -0.003)  0.12
H (-2.762, 2.016, 0.081)  0.09

## Properties
- Structure (SMILES): NC1=CC(=O)C(N)=CC1=O
- Energy above the lowest of the compared OMol25 structures with the same formula, charge and spin: 99.38 kJ/mol

***

Record 10
Below is C6H6N2OS in the gas phase at a distorted geometry, with properties calculated with ωB97M-V/def2-TZVPD.

Last column: Löwdin charge in e.
Atoms and positions in Å:
S (-2.377, -1.656, 0.012)  1.04
O (3.155, -1.172, -0.501)  -0.05
N (0.376, -1.270, 0.140)  0.12
N (-0.976, 0.480, -0.140)  -0.09
C (-0.862, -0.873, -0.002)  -0.65
C (2.573, -0.129, 0.232)  -0.24
C (-3.183, -0.101, -0.218)  -0.37
C (0.294, 0.994, -0.072)  -0.02
C (-2.311, 0.953, -0.115)  -0.11
C (1.094, -0.089, 0.166)  -0.28
H (2.904, -0.118, 1.302)  0.13
H (0.565, 2.041, -0.267)  0.13
H (-4.244, -0.003, -0.134)  0.06
H (2.565, -1.923, -0.333)  0.08
H (-2.509, 2.042, 0.079)  0.14
H (2.935, 0.823, -0.149)  0.12

## Properties
- Structure (SMILES): OCc1cn2ccsc2n1
- Energy above the lowest of the compared OMol25 structures with the same formula, charge and spin: 17.88 kJ/mol

***

Record 11
Below is C6H6N2S2 in the gas phase at a distorted geometry, with properties calculated with ωB97M-V/def2-TZVPD.

Last column: Löwdin charge in e.
Atoms and positions in Å:
S (-0.577, 2.387, 2.858)  0.47
S (-1.712, -0.236, 1.700)  0.99
N (-0.574, -0.370, -0.787)  -0.19
N (0.680, -0.776, -0.278)  0.10
C (0.839, -0.089, -2.455)  -0.07
C (-0.058, -0.201, 2.306)  -0.56
C (-0.496, 0.075, -2.095)  -0.04
C (-1.735, -0.308, -0.008)  -0.33
C (0.355, 0.931, 2.827)  -0.76
C (1.427, -0.590, -1.332)  -0.21
H (1.386, 1.202, 3.276)  0.08
H (2.539, -0.997, -1.332)  0.16
H (-2.640, -0.430, -0.683)  0.11
H (0.643, -0.958, 2.151)  0.03
H (-1.335, 0.267, -2.695)  0.11
H (1.257, 0.092, -3.453)  0.11

## Properties
- Energy above the lowest of the compared OMol25 structures with the same formula, charge and spin: 330.27 kJ/mol

***

Record 12
Below is 2 unconnected molecules or ions with the total composition C6H6N3O2 at a distorted geometry, with properties calculated with ωB97M-V/def2-TZVPD.

Last column: Löwdin charge in e.
Atoms and positions in Å:
O (0.406, 2.876, -0.023)  -0.01
O (1.455, 1.433, -1.375)  -0.08
N (0.865, -0.378, -2.415)  0.04
N (-2.406, 1.353, -2.557)  0.13
N (1.352, -1.275, -1.977)  0.05
C (0.511, 1.859, -0.697)  -0.73
C (-0.760, 0.910, -0.665)  -0.21
C (0.542, -1.641, 1.410)  -0.12
C (-1.676, 1.119, -1.695)  -0.23
C (0.041, -0.198, 1.429)  -0.24
C (-0.941, 0.033, 0.322)  -0.08
H (-0.277, -2.334, 1.605)  0.06
H (0.879, 0.491, 1.308)  0.11
H (1.314, -1.793, 2.162)  0.06
H (-0.440, 0.012, 2.391)  0.11
H (0.963, -1.868, 0.432)  0.04
H (-1.828, -0.598, 0.345)  0.11

## Properties
- Charge: -1
- Energy above the lowest of the compared OMol25 structures with the same formula, charge and spin: 0.00 kJ/mol

***

Record 13
Below is a molecular structure, C6H6N3O2P3 at a distorted geometry, with properties calculated with ωB97M-V/def2-TZVPD.

Last column: Löwdin charge in e.
Atoms and positions in Å:
P (4.142, 1.206, -0.068)  0.63
P (1.448, 1.082, -0.659)  0.83
P (3.039, -1.424, 0.615)  0.79
O (0.096, 1.366, 0.163)  -0.28
O (0.418, -1.555, 0.181)  -0.14
N (4.151, -0.417, 0.289)  -0.66
N (1.542, -0.749, 0.126)  -0.44
N (2.520, 1.633, 0.407)  -0.53
C (-3.214, 0.233, -0.549)  -0.04
C (-0.780, -0.958, 0.034)  -0.19
C (-1.867, -1.800, -0.301)  -0.02
C (-3.085, -1.261, -0.501)  -0.05
C (-0.941, 0.451, -0.066)  -0.28
C (-2.120, 1.012, -0.317)  -0.06
H (4.685, 1.774, 1.121)  -0.07
H (2.258, 1.388, 1.439)  0.11
H (-1.751, -2.801, -0.443)  0.09
H (-2.310, 2.062, -0.370)  0.12
H (-4.029, -1.820, -0.487)  0.11
H (-4.202, 0.577, -0.616)  0.08

## Properties
- Energy above the lowest of the compared OMol25 structures with the same formula, charge and spin: 254.30 kJ/mol

***

Record 14
Below is a gas-phase ion, C6H6N3S (charge +1) at a distorted geometry, with properties calculated with ωB97M-V/def2-TZVPD.

Last column: Löwdin charge in e.
Atoms and positions in Å:
S (4.719, -0.842, 0.229)  0.90
N (2.553, 2.055, -1.161)  0.34
N (2.047, -0.176, 0.069)  0.08
N (1.802, 2.438, -0.433)  -0.01
C (0.917, 2.633, 0.492)  -0.05
C (-0.262, 0.480, 0.396)  0.04
C (0.291, -1.632, -0.736)  0.00
C (0.724, -0.383, -0.068)  -0.27
C (3.198, -0.539, 0.186)  -0.71
C (-0.054, 1.739, 0.958)  -0.03
H (-0.694, 2.138, 1.740)  0.13
H (1.226, -2.183, -1.048)  0.12
H (-0.335, -1.415, -1.610)  0.11
H (-1.160, -0.001, 0.552)  0.12
H (0.914, 3.719, 0.692)  0.16
H (-0.277, -2.213, -0.085)  0.08

## Properties
- Charge: +1
- 2S+1: 3
- Energy above the lowest of the compared OMol25 structures with the same formula, charge and spin: 0.00 kJ/mol

***

Record 15
Below is a gas-phase ion, C6H6NO2S (charge -1) at a distorted geometry, with properties calculated with ωB97M-V/def2-TZVPD.

Last column: Löwdin charge in e.
Atoms and positions in Å:
S (-2.732, -0.545, 0.474)  0.67
O (-2.624, -2.064, 0.580)  -0.58
O (-2.846, -0.187, -0.970)  -0.57
N (-0.463, 1.169, 0.856)  0.11
C (-0.087, -0.739, -0.620)  -0.17
C (1.546, -0.092, 0.998)  -0.13
C (0.900, 1.136, 0.318)  -0.33
C (0.317, -0.968, 0.721)  -0.04
C (-0.988, -0.103, 0.540)  -0.49
C (0.659, 0.543, -1.154)  -0.07
H (1.524, 0.562, -1.783)  0.08
H (-0.546, -1.443, -1.160)  0.08
H (-0.111, 1.212, -1.678)  0.13
H (1.786, 0.031, 2.071)  0.10
H (2.398, -0.606, 0.483)  0.12
H (1.268, 2.093, 0.322)  0.09

## Properties
- Charge: -1
- Energy above the lowest of the compared OMol25 structures with the same formula, charge and spin: 512.31 kJ/mol

***

Record 16
Below is 2 unconnected molecules or ions with the total composition C6H6NS2 at a distorted geometry, with properties calculated with ωB97M-V/def2-TZVPD.

Last column: Löwdin charge in e.
Atoms and positions in Å:
S (3.470, -0.826, -0.695)  0.84
S (0.105, 0.664, -0.285)  1.07
N (3.801, 0.655, -0.469)  -0.57
C (4.307, 1.692, -0.312)  0.20
C (0.598, -0.989, -0.231)  -0.29
C (-2.579, 0.920, 0.317)  -0.08
C (-0.320, -1.891, -0.056)  -0.17
C (-1.603, -1.312, 0.091)  -0.06
C (-1.441, 0.038, -0.119)  -0.61
H (-2.544, 1.899, -0.148)  0.08
H (-2.592, 0.766, 1.406)  0.10
H (-2.347, -1.845, 0.580)  0.12
H (4.685, 2.666, -0.148)  0.11
H (-3.559, 0.460, 0.036)  0.11
H (0.019, -2.897, 0.036)  0.13

## Properties
- Charge: +1
- Energy above the lowest of the compared OMol25 structures with the same formula, charge and spin: 399.26 kJ/mol

***

Record 17
Below is a molecular structure, C6H6O at a distorted geometry, with properties calculated with ωB97M-V/def2-TZVPD.

Last column: Löwdin charge in e.
Atoms and positions in Å:
O (-1.949, -1.891, -1.010)  0.10
C (0.609, 1.087, 1.270)  -0.14
C (0.026, 0.231, 0.262)  -0.45
C (-1.208, -0.972, -0.884)  -0.45
C (0.873, -0.087, -0.862)  -0.10
C (-1.299, -0.303, 0.414)  0.06
C (0.159, -0.895, -1.657)  0.03
H (1.984, 0.112, -0.924)  0.13
H (-0.485, 1.850, 1.756)  0.16
H (1.718, 1.805, 0.641)  0.17
H (-2.117, -0.165, 1.206)  0.15
H (1.188, 0.510, 2.525)  0.18
H (0.500, -1.283, -2.738)  0.16

## Properties
- Energy above the lowest of the compared OMol25 structures with the same formula, charge and spin: 684.14 kJ/mol